<1>
{
  "formula": "C2H10N2O",
  "method": "the ωB97M-V functional and the def2-TZVPD basis",
  "homo_energy_ha": -0.3392,
  "orbital_gap_ev": 10.2,
  "lumo_energy_ev": 0.9,
  "total_charge": 0,
  "symbols": ["C", "N", "O", "H", "H", "H", "H", "H", "C", "N", "H", "H", "H", "H", "H"],
  "xyz": [[0.21786, -0.75601, 1.75210], [1.50893, -0.83905, 1.08013], [1.80977, 0.52194, 0.66675], [0.33227, -0.30187, 2.74076], [-0.19164, -1.76117, 1.88700], [-0.50701, -0.17033, 1.17908], [1.40733, -1.32942, 0.18837], [2.68152, 0.67027, 1.08245], [-1.33984, 1.05191, -1.53543], [-0.50196, -0.09722, -1.83225], [-2.05172, 1.22239, -2.34692], [-0.72110, 1.94623, -1.42123], [-1.89553, 0.89380, -0.60661], [-1.02942, -0.95132, -1.65854], [0.28054, -0.10016, -1.17565]]
}

<2>
{
  "formula": "C2H10N2O",
  "method": "the ωB97M-V functional and the def2-TZVPD basis",
  "homo_energy_ha": -0.3314,
  "orbital_gap_ev": 9.8,
  "lumo_energy_ev": 0.8,
  "total_charge": 0,
  "symbols": ["C", "N", "C", "N", "H", "H", "H", "H", "H", "H", "H", "H", "O", "H", "H"],
  "xyz": [[0.66334, -1.50336, 0.11266], [1.34662, -0.22512, 0.09205], [0.61070, 0.86657, -0.52429], [0.37806, 0.67822, -1.92888], [1.34579, -2.22160, 0.55745], [-0.28979, -1.49000, 0.67289], [0.40708, -1.79499, -0.90004], [1.65482, 0.01822, 1.02370], [1.18937, 1.77778, -0.37545], [-0.37474, 1.04336, -0.06761], [1.17911, 0.28498, -2.41016], [-0.45007, 0.14266, -2.13100], [-2.47510, 0.38687, 1.94744], [-3.09141, 0.08827, 1.27237], [-1.67872, -0.13480, 1.81422]]
}

<2> is the most stable structure; the next one sits 38.2 kcal/mol above it.